DFT (ωB97M-V with the def2-TZVPD basis set) results for a 11-piece molecular cluster, C32H62N2O31S3 overall in a non-equilibrium geometry.

- HOMO energy (eV) = -7.877
- ΔE to the lowest compared entry with this formula, charge and spin (kcal per mole) = 0.0
- LUMO (eV) = 0.19
- charge = 0
- energy (eV) = -133127.08307

```
130
Properties=species:S:1:pos:R:3:forces:R:3
C 0.463 0.124 -0.897 1.2 -3.9 4.2
N -0.350 0.648 0.293 3.6 -0.9 1.5
C -1.298 1.515 -0.145 -1.0 5.5 6.8
C -1.066 -0.507 0.959 2.6 2.4 5.5
C 0.526 1.339 1.379 -1.1 -0.2 -4.4
C 1.334 2.505 0.954 -5.9 1.2 -0.3
O 1.365 3.346 2.001 -2.4 -10.2 7.1
H 1.429 -0.455 -0.647 -1.4 1.3 0.6
H 0.714 0.609 -1.729 0.3 3.5 -2.8
H -0.120 -0.678 -1.201 -1.2 -1.4 -1.0
H -2.049 2.053 0.531 1.2 -1.7 0.1
H -1.805 1.179 -0.817 -6.6 -5.4 -7.2
H -1.076 2.288 -0.719 3.2 4.0 -2.0
H -1.568 -1.053 0.294 -2.3 -1.8 -2.8
H -1.841 -0.001 1.815 2.5 -1.7 -2.5
H -0.191 -1.167 1.355 -1.8 1.2 -0.1
H 1.217 0.657 1.579 2.7 -3.5 1.3
H -0.088 1.434 2.159 -2.4 1.1 3.1
H 1.004 3.073 0.116 -1.6 0.4 -1.1
H 2.089 2.119 0.507 6.6 -2.2 -1.6
H 1.596 4.059 1.696 3.8 12.5 -4.5
N -4.738 0.798 -0.202 -1.9 2.1 2.7
O -4.124 0.009 0.680 -0.7 1.7 -2.5
O -4.620 2.116 -0.108 0.9 -3.8 -0.3
O -5.667 0.356 -0.909 1.9 -0.2 0.3
O 0.601 5.657 0.427 0.4 0.1 1.1
S -0.728 5.808 -0.065 -0.3 2.4 -3.8
O -1.114 7.126 -0.643 0.6 -3.0 1.5
O -0.698 4.684 -1.391 -2.6 -0.5 4.5
C 0.090 5.153 -2.411 0.6 4.4 0.4
C 0.508 4.028 -3.279 -0.1 0.8 -2.8
C -1.910 5.292 1.110 -3.0 -3.4 1.2
H 0.924 5.705 -1.917 0.2 -0.6 -0.6
H -0.543 6.062 -2.778 1.3 -1.8 -0.9
H -0.510 3.646 -3.673 2.1 0.0 -0.1
H 1.100 3.253 -2.775 -0.4 0.3 0.0
H 1.262 4.519 -4.109 -2.2 -1.4 1.6
H -3.083 5.254 0.894 2.8 0.9 -0.2
H -1.742 5.464 2.202 0.4 1.3 -1.1
H -1.780 4.196 1.283 0.4 0.2 -0.8
O 4.039 0.623 2.822 0.3 -1.4 -2.2
S 4.661 0.111 1.589 -1.9 4.5 -0.4
O 3.972 0.175 0.269 1.4 -0.9 3.3
O 5.981 1.076 1.432 0.5 -2.2 0.7
C 5.837 2.294 0.849 0.6 4.7 -1.0
C 7.125 3.210 0.749 0.4 -2.8 -4.5
C 5.455 -1.363 1.941 0.0 -1.0 -2.2
H 5.053 2.978 1.242 0.1 -0.9 0.4
H 5.674 2.306 -0.188 -1.1 -1.3 -1.5
H 8.013 2.581 0.107 -2.5 1.9 1.7
H 7.512 3.481 1.625 1.7 0.9 3.7
H 6.883 4.184 0.215 0.1 -1.5 0.3
H 6.087 -1.560 1.057 -0.3 -0.2 0.5
H 4.631 -2.067 1.993 0.0 -0.4 0.1
H 6.034 -1.336 2.821 0.4 0.3 1.1
O -2.837 -3.491 -1.190 0.7 1.4 -2.6
S -2.619 -2.882 -2.533 -0.4 -2.0 0.4
O -1.304 -2.824 -3.122 -0.2 -1.0 0.3
O -3.674 -3.773 -3.567 1.5 2.6 1.9
C -3.546 -5.172 -3.600 0.2 -1.4 0.0
C -4.364 -5.554 -4.808 2.2 0.2 -3.6
C -3.208 -1.241 -2.674 -1.5 -0.1 3.1
H -3.953 -5.745 -2.753 -0.3 0.9 0.4
H -2.476 -5.523 -3.595 -0.8 0.5 -0.7
H -4.381 -6.592 -4.979 -0.1 -1.8 0.6
H -3.729 -5.347 -5.828 -1.8 0.5 2.3
H -5.414 -5.249 -4.900 0.6 0.6 0.4
H -4.224 -1.375 -2.233 0.2 0.7 -0.7
H -3.181 -0.880 -3.688 0.2 0.2 -0.1
H -2.691 -0.616 -1.837 -0.5 -1.1 -1.9
C 5.610 5.240 -2.617 0.0 0.5 -0.7
C 5.021 5.654 -1.240 -1.8 4.9 -3.7
O 4.107 4.690 -0.846 0.7 1.3 1.2
C 4.076 3.845 -1.818 -6.8 -7.0 -0.2
O 3.202 2.908 -1.848 3.6 3.4 0.2
O 4.931 4.014 -2.747 0.9 -0.3 -2.9
H 6.643 4.940 -2.641 0.7 0.3 0.5
H 5.511 5.956 -3.525 -0.6 -1.2 1.6
H 4.471 6.700 -1.454 1.1 -2.3 1.1
H 5.825 5.792 -0.652 2.1 0.4 2.9
C -5.316 -3.964 2.280 2.3 -0.6 -1.9
C -3.965 -3.853 1.464 0.3 -2.2 1.1
O -3.069 -3.858 2.609 2.3 0.9 -0.8
C -3.643 -3.977 3.772 1.1 -1.8 3.3
O -3.090 -4.131 4.882 -1.1 1.1 -3.2
O -4.945 -4.106 3.607 -0.6 -0.4 1.7
H -5.784 -4.822 1.906 -1.3 -1.1 -0.1
H -5.880 -3.111 2.259 -1.6 2.1 -0.8
H -3.815 -2.940 0.906 -0.1 0.0 -0.2
H -3.633 -4.838 0.881 -1.2 2.4 0.9
C -3.537 -0.556 4.420 -1.0 0.4 3.6
C -4.670 0.417 4.697 -0.8 1.6 1.5
O -4.238 1.686 3.993 0.9 -1.8 0.1
C -2.923 1.517 3.746 3.4 2.7 -1.5
O -2.077 2.375 3.310 -4.2 -3.7 1.9
O -2.498 0.238 4.062 1.7 3.1 -0.9
H -3.766 -1.132 3.641 -0.9 -2.8 -3.1
H -3.216 -1.154 5.316 -0.7 0.4 -0.8
H -4.609 0.702 5.758 -0.1 0.0 -0.2
H -5.768 0.165 4.550 1.7 0.2 -0.7
C 0.960 -3.364 5.242 -2.9 -4.4 2.1
C 0.391 -2.042 5.442 4.8 3.7 -0.5
O 0.507 -1.514 4.057 -0.3 -0.2 0.8
C 1.454 -2.252 3.443 -0.7 4.0 -5.6
O 1.881 -1.952 2.300 -0.8 -0.9 3.3
O 1.701 -3.332 4.045 2.7 -2.4 2.1
H 0.067 -3.980 4.892 0.9 0.1 1.0
H 1.363 -3.868 6.266 -0.1 1.2 -3.0
H 1.185 -1.356 6.004 -2.0 -1.2 -0.6
H -0.560 -2.010 5.862 -1.6 0.2 0.3
C 0.564 -1.275 -6.457 -1.6 -2.0 1.0
C 1.208 -1.525 -5.112 0.6 0.0 -1.2
O 0.767 -0.452 -4.310 2.4 -1.3 0.4
C -0.316 -0.022 -4.846 -3.0 4.5 2.4
O -0.972 0.838 -4.249 0.4 -1.7 -1.5
O -0.568 -0.483 -6.043 -0.5 -0.7 -1.5
H 0.255 -2.214 -7.002 0.0 1.1 0.7
H 1.167 -0.714 -7.081 1.1 1.3 -1.3
H 2.251 -1.602 -5.235 1.5 0.6 0.3
H 0.943 -2.419 -4.671 -1.1 -1.9 1.0
C 0.000 -4.040 0.487 -4.3 0.8 0.8
C 1.123 -4.972 0.370 2.1 -0.3 3.1
O 1.999 -4.460 -0.573 0.2 1.9 -1.3
C 1.401 -3.350 -1.050 5.6 3.5 -6.9
O 1.879 -2.626 -2.013 -1.5 -3.4 4.0
O 0.321 -3.015 -0.507 -3.5 -0.7 2.8
H -0.205 -3.581 1.470 0.7 0.1 -0.5
H -1.064 -4.576 0.303 2.5 1.4 -0.4
H 0.732 -5.809 -0.076 -0.5 -2.9 -0.2
H 1.738 -5.082 1.340 -1.3 -0.4 -1.4
```
Forces are in eV/Å.

Löwdin atomic charge list, values in e, 8 entries: 0.082 -0.241 -0.085 0.048 -0.011 -0.237 0.104 0.138